Entry 1:
DFT (ωB97M-V/def2-TZVPD) results for one molecule with the formula C19H23N3O5.

Computed properties:
Spin multiplicity: 1
HOMO level, eV: -8.0101
SMILES string: COc1ccc(OCCNc2cc(N3CCOCC3)ccc2[N+](=O)[O-])cc1
Electronic energy, a.u.: -1278.15640
Lowest unoccupied orbital energy, eV: -0.07

Positions of all 50 atoms, in Å:
C  -0.522  6.699  0.658
O  -0.452  5.427  0.061
C  0.060  4.395  0.791
C  0.531  4.492  2.097
C  1.016  3.371  2.743
C  1.052  2.132  2.110
O  1.572  1.101  2.848
C  1.380  -0.225  2.423
C  -0.083  -0.682  2.617
N  -0.262  -2.079  2.348
C  -0.454  -2.659  1.145
C  -0.558  -1.906  -0.031
C  -0.796  -2.468  -1.283
N  -0.952  -1.704  -2.410
C  -0.912  -0.256  -2.389
C  0.510  0.233  -2.695
O  0.922  -0.235  -3.959
C  0.872  -1.641  -4.025
C  -0.538  -2.173  -3.719
C  -0.945  -3.874  -1.352
C  -0.829  -4.635  -0.228
C  -0.570  -4.073  1.032
N  -0.443  -4.954  2.113
O  -0.568  -6.152  1.912
O  -0.199  -4.505  3.240
C  0.596  2.041  0.799
C  0.106  3.159  0.153
H  0.471  7.072  0.928
H  -0.960  7.353  -0.094
H  -1.163  6.692  1.546
H  0.522  5.432  2.625
H  1.382  3.440  3.755
H  1.697  -0.372  1.383
H  2.031  -0.824  3.065
H  -0.354  -0.502  3.660
H  -0.747  -0.077  1.993
H  -0.126  -2.736  3.114
H  -0.436  -0.842  0.058
H  -1.277  0.135  -1.442
H  -1.578  0.100  -3.182
H  0.554  1.322  -2.743
H  1.203  -0.129  -1.920
H  1.174  -1.908  -5.039
H  1.583  -2.078  -3.306
H  -0.529  -3.258  -3.772
H  -1.242  -1.785  -4.463
H  -1.180  -4.358  -2.285
H  -0.941  -5.707  -0.278
H  0.633  1.110  0.257
H  -0.252  3.091  -0.862

Cartesian forces (eV/Å) of the 2 atoms listed first:
C -0.012 0.165 0.074
O 0.023 -0.248 -0.110



Entry 2:
DFT (ωB97M-V/def2-TZVPD) results for one molecule with the formula C19H23N3O5S.

Computed properties:
Spin multiplicity: 1
HOMO level, eV: -8.8617
SMILES string: CCOC(=O)[C@H]1CCCN(C(=O)CCc2nnc(-c3ccc(C(C)=O)s3)o2)C1
Electronic energy, a.u.: -1676.50307
Lowest unoccupied orbital energy, eV: -0.62

Positions of all 51 atoms, in Å:
C  -0.979  -4.727  2.808
C  -0.084  -4.360  1.634
O  -0.792  -3.582  0.661
C  -0.901  -2.277  0.890
O  -0.441  -1.706  1.844
C  -1.645  -1.578  -0.234
C  -2.770  -0.711  0.340
C  -3.370  0.169  -0.752
C  -2.275  0.999  -1.416
N  -1.260  0.121  -1.969
C  -1.093  0.080  -3.312
O  -1.720  0.818  -4.050
C  -0.065  -0.878  -3.902
C  1.282  -0.154  -4.093
C  1.860  0.211  -2.783
N  2.716  -0.464  -2.084
N  2.881  0.180  -0.918
C  2.112  1.229  -0.951
C  1.901  2.181  0.090
C  1.054  3.267  0.064
C  1.053  3.965  1.273
C  1.889  3.412  2.218
C  2.087  3.918  3.581
C  3.031  3.120  4.439
O  1.513  4.912  3.967
S  2.697  2.005  1.606
O  1.439  1.314  -2.125
C  -0.623  -0.683  -0.959
H  -0.432  -5.366  3.495
H  -1.863  -5.254  2.459
H  -1.287  -3.827  3.335
H  0.781  -3.786  1.979
H  0.247  -5.250  1.095
H  -2.043  -2.324  -0.925
H  -3.540  -1.348  0.779
H  -2.353  -0.087  1.135
H  -4.123  0.833  -0.327
H  -3.852  -0.454  -1.508
H  -2.677  1.597  -2.235
H  -1.806  1.661  -0.679
H  -0.438  -1.155  -4.890
H  0.069  -1.783  -3.314
H  1.983  -0.809  -4.609
H  1.115  0.751  -4.681
H  0.471  3.532  -0.800
H  0.467  4.843  1.473
H  4.013  3.081  3.971
H  2.665  2.101  4.538
H  3.112  3.578  5.421
H  0.173  -1.299  -1.375
H  -0.180  -0.016  -0.205

Cartesian forces (eV/Å) of the 2 atoms listed first:
C 0.090 0.203 -0.345
C 0.230 -0.118 0.463



Entry 3:
DFT (ωB97M-V/def2-TZVPD) results for one molecule with the formula C19H23N5O2.

Computed properties:
Spin multiplicity: 1
HOMO level, eV: -8.0437
SMILES string: C/C(=N\NC(=O)c1ccn(C)n1)c1ccc(NC(=O)C2CCCC2)cc1
Electronic energy, a.u.: -1162.07299
Lowest unoccupied orbital energy, eV: 0.43

Positions of all 49 atoms, in Å:
C  -0.497  3.908  0.317
C  0.506  2.843  -0.049
N  1.757  3.024  -0.223
N  2.360  4.206  -0.125
C  3.712  4.379  -0.268
O  4.173  5.506  -0.243
C  4.541  3.182  -0.445
C  5.873  3.193  -0.911
C  6.256  1.876  -0.894
N  5.201  1.168  -0.433
C  5.120  -0.252  -0.247
N  4.165  1.939  -0.161
C  0.047  1.465  -0.233
C  -1.297  1.135  -0.397
C  -1.693  -0.178  -0.573
C  -0.753  -1.204  -0.572
N  -1.091  -2.549  -0.754
C  -2.101  -3.327  -0.261
O  -2.128  -4.503  -0.560
C  -3.123  -2.679  0.652
C  -4.399  -2.329  -0.152
C  -5.413  -3.403  0.234
C  -5.111  -3.638  1.708
C  -3.585  -3.676  1.735
C  0.599  -0.874  -0.444
C  0.991  0.434  -0.277
H  -1.253  3.499  0.982
H  -0.989  4.289  -0.578
H  -0.017  4.742  0.827
H  1.837  5.072  0.027
H  6.436  4.053  -1.208
H  7.178  1.403  -1.164
H  5.009  -0.762  -1.206
H  4.249  -0.462  0.371
H  6.019  -0.620  0.249
H  -2.052  1.905  -0.418
H  -2.734  -0.399  -0.742
H  -0.382  -3.100  -1.227
H  -2.686  -1.786  1.102
H  -4.768  -1.348  0.153
H  -4.214  -2.312  -1.227
H  -5.214  -4.315  -0.330
H  -6.439  -3.089  0.049
H  -5.483  -2.801  2.303
H  -5.554  -4.556  2.090
H  -3.242  -4.674  1.458
H  -3.176  -3.427  2.714
H  1.336  -1.664  -0.472
H  2.030  0.705  -0.175

Cartesian forces (eV/Å) of the 2 atoms listed first:
C 0.319 -0.030 -0.070
C 0.220 0.813 0.115



Entry 4:
DFT (ωB97M-V/def2-TZVPD) results for a 2-piece molecular cluster, C19H23NO2 overall.

Computed properties:
Spin multiplicity: 1
HOMO level, eV: -9.2015
SMILES string: CCC[C@H](C)C1=CC(=O)c2ccccc2C1=O.CCCC#N
Electronic energy, a.u.: -942.45095
Lowest unoccupied orbital energy, eV: -1.68

Positions of all 45 atoms, in Å:
C  4.023  1.585  0.452
C  4.726  0.675  -0.757
C  3.638  -0.051  -1.747
C  3.348  -1.649  -1.355
C  3.776  -2.498  -2.731
C  1.716  -1.839  -1.042
C  0.914  -3.006  -1.590
C  -0.728  -3.165  -1.314
O  -1.307  -4.358  -1.133
C  -1.550  -1.710  -1.253
C  -3.090  -1.495  -1.779
C  -3.759  0.032  -1.697
C  -2.870  1.319  -1.106
C  -1.316  1.094  -0.543
C  -0.673  -0.429  -0.630
C  0.883  -0.736  -0.099
O  1.382  -0.172  1.006
H  4.176  0.989  1.452
H  2.905  1.790  0.176
H  4.564  2.640  0.482
H  5.303  1.473  -1.432
H  5.564  -0.044  -0.337
H  4.105  0.003  -2.844
H  2.665  0.597  -1.783
H  4.026  -1.997  -0.467
H  2.973  -2.238  -3.569
H  4.802  -2.043  -3.124
H  3.866  -3.660  -2.530
H  1.394  -3.862  -2.235
H  -3.705  -2.398  -2.206
H  -4.866  0.225  -2.070
H  -3.426  2.353  -1.113
H  -0.666  2.004  -0.127
C  -2.642  0.672  3.119
C  -4.000  1.135  3.638
C  -4.467  2.443  2.996
C  -3.471  3.549  3.301
N  -2.644  4.467  3.554
H  -1.852  1.392  3.354
H  -2.362  -0.279  3.584
H  -2.666  0.527  2.033
H  -3.941  1.255  4.727
H  -4.741  0.353  3.440
H  -5.449  2.725  3.390
H  -4.557  2.328  1.910

Cartesian forces (eV/Å) of the 2 atoms listed first:
C 0.799 -0.294 -0.650
C 0.138 1.555 -0.555



What are the maximum force values for these records? In order: 0.0248 0.0322 0.0255 0.1954 Eh/bohr.
What are the ΔE to the lowest compared entry with this formula, charge and spin values for these records? In order: 158.9 17.4 61.7 400.1 kcal/mol.